128
Properties=species:S:1:pos:R:3 method="wB97M-V/def2-TZVPD" smiles="CC(=O)OCC[C@](Cc1ccccc1C)(N=C=S)OC=O.O=C1OCCO1.O=C1OCCO1.O=C1OCCO1.O=C1OCCO1.O=C1OCCO1.O=C1OCCO1.O=C1OCCO1.O=C1OCCO1.O=C1OCCO1" spin_multiplicity=1 e_tot_ha=-4417.62261
C -0.8512 0.0049 -0.0161
C -2.0641 -0.3729 -0.9531
O -3.1614 -0.1105 -0.5271
O -1.8483 -0.9328 -2.2072
C -2.6714 -2.1033 -2.4201
C -1.8401 -3.3696 -2.8926
C -1.0504 -4.0603 -1.7276
C 0.1719 -3.2456 -1.1634
C 1.5417 -3.5479 -1.8309
C 2.4819 -4.4646 -1.1905
C 3.7991 -4.7835 -1.7224
C 4.2224 -4.1642 -2.9862
C 3.3190 -3.2466 -3.6588
C 1.9967 -2.9319 -3.0947
C 1.1311 -1.9018 -3.8781
N -0.6493 -5.4821 -2.0176
C -0.4489 -5.6893 -3.2068
S -0.0616 -5.8097 -4.7664
O -2.0111 -4.1596 -0.6150
C -2.2238 -5.4865 -0.2183
O -3.2845 -5.9806 -0.4805
H 0.0736 0.0468 -0.6625
H -1.0229 0.9656 0.5177
H -0.6734 -0.8442 0.6994
H -3.3686 -2.3411 -1.5793
H -3.3380 -1.8621 -3.2999
H -2.6243 -4.0767 -3.2946
H -1.2047 -3.0993 -3.7718
H 0.2771 -3.5525 -0.0827
H 0.0345 -2.1393 -1.1561
H 2.1678 -4.9176 -0.2118
H 4.5037 -5.4641 -1.1878
H 5.2396 -4.3967 -3.3817
H 3.6567 -2.7553 -4.6024
H 0.5692 -2.4880 -4.6664
H 0.3516 -1.4027 -3.2495
H 1.7491 -1.1525 -4.4354
H -1.4736 -6.0655 0.3790
O -4.3488 -1.1304 5.8997
C -4.5619 -0.7140 4.8027
O -3.5956 -0.2937 3.9412
C -4.2175 -0.0924 2.6716
C -5.6535 0.1434 3.0371
O -5.7972 -0.5976 4.2524
H -3.7744 0.7547 2.1512
H -4.0807 -0.9910 2.0652
H -5.8666 1.1914 3.2361
H -6.3422 -0.2185 2.2779
O -6.2045 1.9559 1.1269
C -5.7172 3.0408 1.2113
O -5.0851 3.5132 2.3166
C -4.4487 4.7400 1.9530
C -5.2560 5.1924 0.7719
O -5.7239 3.9632 0.2142
H -4.4757 5.4517 2.7755
H -3.4070 4.5361 1.6952
H -6.1188 5.7992 1.0609
H -4.6618 5.7448 0.0492
O 4.0058 -0.7901 -1.0621
C 4.7130 -1.3349 -0.2738
O 5.7894 -0.7529 0.3223
C 6.2280 -1.6289 1.3494
C 5.7124 -2.9654 0.8987
O 4.5510 -2.6188 0.1484
H 7.3133 -1.6079 1.4371
H 5.7888 -1.3089 2.2982
H 6.4146 -3.4869 0.2426
H 5.4571 -3.6185 1.7329
O 1.6913 -5.7270 1.4741
C 0.9448 -5.4277 2.3555
O -0.1287 -4.6082 2.2039
C -0.8911 -4.6780 3.4083
C 0.1305 -5.1114 4.4220
O 1.0580 -5.8597 3.6367
H -1.3334 -3.7114 3.6459
H -1.6909 -5.4115 3.2784
H 0.6538 -4.2671 4.8773
H -0.2983 -5.7281 5.2104
O -10.2535 5.6538 -4.4997
C -9.5087 5.1161 -3.7448
O -8.4138 5.7077 -3.1921
C -7.9221 4.8296 -2.1832
C -8.4448 3.4901 -2.6195
O -9.6388 3.8303 -3.3207
H -6.8344 4.8588 -2.1394
H -8.3253 5.1416 -1.2159
H -7.7651 2.9782 -3.3052
H -8.6605 2.8316 -1.7793
O -3.6896 7.5708 1.0820
C -4.2336 8.5270 0.6181
O -4.1815 8.8755 -0.6918
C -5.1293 9.9229 -0.8911
C -5.2640 10.5141 0.4841
O -4.9826 9.4033 1.3336
H -4.7656 10.6427 -1.6227
H -6.0640 9.4891 -1.2549
H -4.5305 11.3007 0.6765
H -6.2616 10.9070 0.6748
O 8.5561 0.6658 0.9854
C 8.0455 1.6283 0.4981
O 8.1564 1.9752 -0.8098
C 7.2341 3.0367 -1.0476
C 7.0521 3.6315 0.3194
O 7.2807 2.5192 1.1822
H 7.6384 3.7506 -1.7640
H 6.3084 2.6170 -1.4491
H 7.7899 4.4075 0.5395
H 6.0561 4.0400 0.4671
O 7.2563 -8.1912 -3.1625
C 6.6181 -8.5050 -2.2104
O 6.1638 -7.6336 -1.2668
C 5.2631 -8.3513 -0.4310
C 5.7021 -9.7779 -0.6044
O 6.2459 -9.7822 -1.9205
H 5.3408 -8.0130 0.6018
H 4.2426 -8.1818 -0.7844
H 6.4845 -10.0647 0.1032
H 4.8759 -10.4831 -0.5222
O 5.8631 7.2020 0.3732
C 5.2289 6.8987 1.3326
O 4.7856 7.7754 2.2713
C 3.8856 7.0695 3.1213
C 4.3195 5.6397 2.9534
O 4.8544 5.6245 1.6319
H 3.9721 7.4148 4.1506
H 2.8636 7.2411 2.7741
H 5.1061 5.3548 3.6564
H 3.4919 4.9377 3.0458

124
Properties=species:S:1:pos:R:3 method="wB97M-V/def2-TZVPD" smiles="CCCCN(CCCCB1OB(C[C@H](O)CN)OB(N=C(C)C)O1)C(=S)SCCC.O=C1C=C(O)C(=O)C=C1O.O=C1C=C(O)C(=O)C=C1O.O=C1C=C(O)C(=O)C=C1O.O=C1C=C(O)C(=O)C=C1O" spin_multiplicity=1 e_tot_ha=-4172.63979
C -5.0915 -2.1857 -4.2841
C -3.7457 -3.0766 -3.8480
C -2.8052 -2.1065 -2.9416
C -1.3157 -2.6596 -2.5692
N -1.0983 -4.1155 -2.4980
C -0.8661 -4.8674 -3.7467
C 0.3857 -4.2784 -4.6917
C -0.1151 -3.7426 -6.1580
C -0.6833 -2.2054 -6.1816
B 0.4529 -1.0391 -5.9271
O 0.5105 0.0974 -6.8667
B 1.8460 -0.0306 -7.5153
C 1.8674 -0.1581 -9.1546
C 0.5077 0.3558 -9.9121
O -0.1897 -0.7843 -10.5611
C 0.9921 1.5157 -11.0142
N -0.1516 1.7111 -11.9875
O 3.0189 -0.0721 -6.6144
B 2.7411 -0.9239 -5.4118
N 3.8494 -1.7641 -4.7320
C 4.1611 -1.2396 -3.5003
C 3.2634 -1.3568 -2.1320
C 5.5894 -0.4118 -3.3826
O 1.3977 -1.0240 -4.7856
C -1.6046 -4.8468 -1.3145
S -1.0101 -6.3883 -0.7773
S -2.9635 -4.1667 -0.1502
C -1.9230 -3.4161 1.2661
C -2.0022 -1.7711 1.3155
C -3.5234 -1.1607 1.2931
H -5.1131 -2.1103 -5.4749
H -6.0953 -2.7114 -3.9834
H -4.9920 -1.0751 -3.9036
H -3.2031 -3.3152 -4.8835
H -4.0718 -4.0870 -3.3574
H -2.6714 -1.0687 -3.4939
H -3.4061 -1.8821 -1.9347
H -1.0682 -2.2086 -1.4897
H -0.5635 -2.0754 -3.2911
H -0.5643 -6.0128 -3.5874
H -1.7844 -4.9263 -4.5083
H 1.1690 -5.1523 -4.8973
H 0.9367 -3.4822 -4.0317
H -1.0194 -4.4393 -6.4996
H 0.7451 -3.9342 -6.9292
H -1.1352 -2.0364 -7.2735
H -1.5652 -1.9881 -5.4393
H 1.9839 -1.3180 -9.4012
H 2.7821 0.4654 -9.5955
H -0.2761 0.8892 -9.2264
H -0.3118 -1.5235 -9.8766
H 1.1182 2.5064 -10.3623
H 2.0165 1.2270 -11.5231
H -0.1951 0.9015 -12.6751
H -1.0507 1.6207 -11.4380
H 3.6468 -2.2628 -1.4957
H 3.4715 -0.3834 -1.4755
H 2.1043 -1.4069 -2.3010
H 5.4104 0.7454 -3.4222
H 6.3884 -0.7994 -4.1448
H 6.0210 -0.6569 -2.3014
H -0.7730 -3.6735 1.0751
H -2.1709 -3.9230 2.3142
H -1.3383 -1.2414 0.5036
H -1.5301 -1.4575 2.3659
H -3.4565 -0.0109 1.0629
H -4.2207 -1.6328 0.4604
H -3.9866 -1.3791 2.3670
O -0.8757 -4.3432 4.1852
C -0.7299 -3.9312 5.3306
C -0.6228 -2.4972 5.6416
C -0.4478 -2.0826 6.8978
O -0.3492 -0.7363 7.1975
C -0.3515 -3.0502 8.0251
O -0.1720 -2.6398 9.1668
C -0.4826 -4.4827 7.7176
C -0.6611 -4.8973 6.4618
O -0.7879 -6.2420 6.1655
H -0.6923 -1.8049 4.8123
H -0.2251 -0.6941 8.1708
H -0.4286 -5.1741 8.5491
H -0.9059 -6.2844 5.1915
O -0.0220 1.4463 1.2459
C 0.1237 1.8583 2.3913
C 0.2308 3.2924 2.7022
C 0.4058 3.7069 3.9585
O 0.5045 5.0533 4.2581
C 0.5021 2.7394 5.0858
O 0.6816 3.1497 6.2275
C 0.3710 1.3068 4.7783
C 0.1925 0.8923 3.5225
O 0.0658 -0.4524 3.2261
H 0.1613 3.9846 1.8730
H 0.6286 5.0955 5.2314
H 0.4251 0.6154 5.6098
H -0.0523 -0.4949 2.2522
O 7.1902 3.8517 7.8422
C 6.4281 3.5120 6.9440
C 6.8900 2.7680 5.7617
C 6.0370 2.4278 4.7936
O 6.4638 1.7262 3.6810
C 4.5949 2.7890 4.8713
O 3.8387 2.4785 3.9570
C 4.1282 3.5117 6.0645
C 4.9804 3.8490 7.0344
O 4.5486 4.5261 8.1601
H 7.9412 2.5139 5.7171
H 5.6622 1.6023 3.1274
H 3.0738 3.7524 6.1162
H 5.3513 4.6552 8.7108
O -2.1829 4.9075 4.8164
C -3.0364 5.7636 5.0204
C -3.6300 6.5556 3.9318
C -4.5451 7.4919 4.1899
O -5.1091 8.2379 3.1713
C -4.9948 7.7710 5.5813
O -5.8239 8.6505 5.7890
C -4.4193 6.9629 6.6674
C -3.5067 6.0241 6.4091
O -2.9632 5.2588 7.4245
H -3.2924 6.3438 2.9254
H -5.7400 8.8474 3.6129
H -4.7684 7.1642 7.6723
H -2.3279 4.6536 6.9835

120
Properties=species:S:1:pos:R:3 method="wB97M-V/def2-TZVPD" spin_multiplicity=1 e_tot_ha=-6501.42585 charge=+1
C 0.2086 1.3890 4.3572
C 0.7851 1.2250 2.9490
C -0.2706 0.7448 1.9416
C -0.1192 1.3452 0.5067
C -0.6612 2.7914 0.6069
C -2.1098 3.1594 0.2139
N -2.3984 4.3788 0.9963
N -2.9989 2.0397 0.4800
N -2.2850 3.5754 -1.1650
C -0.6395 0.2633 -0.4869
C -0.8399 0.5768 -1.9805
C -2.2793 0.5286 -2.5108
C -2.3446 0.2150 -4.0093
C -1.6252 1.1936 -4.9353
S -2.2260 2.8612 -5.1942
O -1.4315 3.7471 -4.3846
O -2.3822 3.0887 -6.5979
Cl -4.0959 2.8497 -4.4017
N 0.5108 -0.7192 -0.4011
C 0.2169 -2.0522 0.1203
C -0.1180 -2.9982 -1.0300
O -1.0978 -2.8959 -1.7026
Br 1.1603 -4.4213 -1.3359
C 1.6227 0.0075 -0.1239
N 2.8633 -0.4518 -0.2561
C 3.2499 -1.7636 -0.7648
O 4.5112 -1.7106 -1.3448
O 4.3419 -0.9354 -2.5434
N 1.3531 1.2726 0.2004
C 2.2561 2.4069 0.0302
C 2.4721 2.9433 -1.3853
O 1.2163 3.3472 -1.9008
C 3.2304 1.9671 -2.2907
N 4.6810 1.9748 -2.0827
H -0.3043 0.4882 4.6966
H -0.5201 2.2056 4.3531
H 0.9721 1.6662 5.0735
H 1.6099 0.5090 2.9867
H 1.1760 2.1991 2.6444
H -1.2502 1.0088 2.3412
H -0.2409 -0.3450 1.9035
H -0.0362 3.5020 0.0759
H -0.5727 3.0585 1.6623
H -2.6649 4.1185 1.9414
H -3.2242 4.8189 0.5974
H -2.7577 1.5299 1.3159
H -3.9648 2.3364 0.5173
H -2.1878 4.5829 -1.2240
H -1.5599 3.2215 -1.7717
H -1.5469 -0.1849 -0.0893
H -0.3632 1.5230 -2.2385
H -0.2705 -0.1902 -2.5137
H -2.7507 1.4882 -2.3245
H -2.8630 -0.2323 -1.9886
H -1.8659 -0.7426 -4.2133
H -3.3936 0.1396 -4.2964
H -1.5688 0.7861 -5.9448
H -0.6053 1.3881 -4.5994
H 1.0075 -2.4532 0.7498
H -0.6964 -1.9911 0.7143
H 3.6193 0.1868 -0.0648
H 2.5120 -2.0976 -1.4961
H 3.3384 -2.4861 0.0481
H 4.8688 -0.1336 -2.3874
H 1.9083 3.2007 0.6873
H 3.2449 2.1404 0.4208
H 3.1223 3.8210 -1.2595
H 1.3430 3.7683 -2.7599
H 3.0344 2.2428 -3.3295
H 2.8638 0.9475 -2.1832
H 4.9090 2.0348 -1.0936
H 5.0984 2.7981 -2.5011
C 3.7767 -1.8661 -5.2790
C 3.9890 -2.9908 -5.9575
C 2.9487 -4.0511 -6.0445
O 3.1458 -5.0779 -6.6505
C 1.6568 -3.8048 -5.3470
C 1.4464 -2.6745 -4.6788
C 2.4899 -1.6243 -4.5895
O 2.2914 -0.6032 -3.9558
H 4.5199 -1.0836 -5.1955
H 4.9190 -3.1963 -6.4717
H 0.9173 -4.5924 -5.4177
H 0.5186 -2.4732 -4.1569
C -9.9229 1.4773 -4.0392
C -10.0685 0.2176 -4.4417
C -8.8921 -0.6374 -4.7447
O -9.0199 -1.7853 -5.1080
C -7.5450 -0.0304 -4.5829
C -7.4009 1.2285 -4.1816
C -8.5771 2.0820 -3.8744
O -8.4350 3.2253 -3.4993
H -10.7638 2.1199 -3.8116
H -11.0377 -0.2476 -4.5682
H -6.7051 -0.6740 -4.8133
H -6.4330 1.6974 -4.0577
C 4.1294 0.2529 9.4748
C 3.0835 0.9731 9.0776
C 2.4466 0.7381 7.7591
O 1.4969 1.3956 7.3849
C 3.0145 -0.3326 6.9034
C 4.0600 -1.0560 7.2937
C 4.7001 -0.8187 8.6162
O 5.6446 -1.4820 8.9798
H 4.6133 0.4035 10.4314
H 2.6489 1.7579 9.6835
H 2.5277 -0.4875 5.9476
H 4.4838 -1.8414 6.6813
C 1.6404 -4.7876 4.7196
C 0.4681 -5.3185 5.0540
C -0.0053 -5.3139 6.4649
O -1.0750 -5.7914 6.7643
C 0.8865 -4.7020 7.4840
C 2.0596 -4.1726 7.1470
C 2.5239 -4.1666 5.7382
O 3.5879 -3.6724 5.4238
H 2.0139 -4.7851 3.7029
H -0.1949 -5.7814 4.3339
H 0.5233 -4.7184 8.5036
H 2.7274 -3.7264 7.8728

111
Properties=species:S:1:pos:R:3 method="wB97M-V/def2-TZVPD" spin_multiplicity=1 e_tot_ha=-2818.38836 charge=-2
Cs 1.5638 1.4102 1.3146
O 1.2092 -2.4288 8.5485
C 1.4150 -1.1921 8.4474
O 1.5462 -0.2849 9.2922
C 1.6556 -0.6945 7.0125
C 1.7582 -1.5467 5.9162
C 2.1200 -1.0138 4.6837
N 2.2547 0.2576 4.4083
C 2.0938 1.1161 5.4350
C 1.8832 0.6906 6.7392
C 2.2231 2.5654 4.9703
O 3.1673 3.2151 5.3435
O 1.3263 2.8502 4.1569
H 1.5461 -2.5906 6.0266
H 2.1148 -1.7528 3.8747
H 1.5973 1.4164 7.4548
C 4.9536 -1.2679 -0.1633
C 4.9598 -1.3609 1.3393
O 5.1287 -0.0843 1.8164
C 5.2849 0.0160 3.2413
C 5.3585 1.4997 3.5352
H 5.0438 -2.2235 -0.6517
H 5.8500 -0.7117 -0.3953
H 4.1262 -0.6540 -0.5038
H 5.8412 -1.9673 1.6266
H 4.1090 -1.9002 1.8309
H 6.2437 -0.4461 3.5936
H 4.4497 -0.4387 3.7358
H 6.0970 2.0612 2.9249
H 5.5461 1.5773 4.6354
H 4.3962 2.0083 3.4203
C 0.3777 5.6181 0.1762
C 0.3708 4.6497 1.3029
N 1.3144 4.6821 2.2197
O -0.6037 3.8878 1.3185
H -0.2072 5.2009 -0.5830
H 1.3586 5.8791 -0.1506
H -0.2084 6.4971 0.4429
H 1.8913 5.5136 2.1714
H 1.2896 4.0223 3.0879
O -6.5909 -1.8632 0.9702
C -6.1535 -0.7191 1.0475
C -7.1099 0.4389 1.2224
C -7.0363 1.4670 0.1047
C -5.6605 1.9276 -0.3095
C -4.7629 2.1430 0.9102
C -4.1103 0.7894 1.3379
N -4.8531 -0.4476 0.9273
H -6.8164 0.9256 2.1409
H -8.1038 0.0208 1.3473
H -7.5618 2.3394 0.4456
H -7.5878 1.0593 -0.7235
H -5.7735 2.8365 -0.9085
H -5.1090 1.2150 -0.9589
H -5.3452 2.5622 1.8399
H -3.9168 2.8289 0.7072
H -3.9554 0.8377 2.4122
H -3.1290 0.7219 0.8368
H -4.3338 -1.3123 0.9761
C 0.3457 3.3251 -3.6195
C -0.7175 2.2685 -3.3423
C -1.6157 2.7873 -2.2077
C -1.6056 2.1626 -4.5806
Si -0.0528 0.5392 -2.7798
O 0.4585 0.5304 -1.2887
C 1.3410 0.1181 -4.0207
C 1.5016 0.5745 -5.3096
C 2.5308 0.1770 -6.1147
C 3.4240 -0.8156 -5.7151
C 3.2102 -1.4393 -4.4848
C 2.1992 -0.9594 -3.6542
C -1.4601 -0.7425 -3.0192
C -1.2082 -1.7985 -3.9158
C -2.2580 -2.6174 -4.2832
C -3.5619 -2.4980 -3.7472
C -3.7586 -1.5608 -2.6821
C -2.7283 -0.6691 -2.3956
H -0.1358 4.2914 -3.7787
H 0.9439 3.1488 -4.5373
H 1.0165 3.4526 -2.7572
H -2.1103 3.7380 -2.5395
H -1.0730 3.0339 -1.2853
H -2.3352 2.0019 -2.0286
H -1.7685 3.1031 -5.0469
H -2.6491 1.8462 -4.2747
H -1.3953 1.3891 -5.3144
H 0.8041 1.3102 -5.6764
H 2.6112 0.5808 -7.1003
H 4.1901 -1.2045 -6.4338
H 4.0029 -1.9911 -4.0040
H 2.0179 -1.4833 -2.6806
H -0.3015 -1.8469 -4.4759
H -2.0804 -3.3993 -5.0828
H -4.3932 -3.1678 -4.0079
H -4.7272 -1.5930 -2.0435
H -2.8681 0.0705 -1.6652
N 0.0099 -3.2779 -1.1641
C 0.8400 -2.4697 -0.4614
N 1.6424 -3.1509 0.3261
C 1.2514 -4.4796 0.1814
C 1.7481 -5.6961 0.6893
C 1.1988 -6.8732 0.2831
C 0.1621 -6.9542 -0.6948
C -0.3048 -5.7566 -1.2571
C 0.2311 -4.5576 -0.7964
H -0.7724 -2.9054 -1.7361
H 0.8858 -1.3720 -0.5619
H 2.5532 -5.6363 1.3929
H 1.6040 -7.7242 0.8251
H -0.2566 -7.9193 -1.0141
H -1.1225 -5.7361 -2.0404